Computed, not measured: C26H21CoN7S as an isolated structure, with ωB97M-V/def2-TZVPD.

CARTESIAN COORDINATES (ANGSTROEM)
Co: -1.35128 0.46745 0.61076
C: 2.71407 -1.33568 -0.70350
C: 1.36785 -0.76869 -0.31496
N: 0.60813 0.81059 0.88512
N: 0.98715 1.96122 1.58728
C: 0.00058 2.47293 2.26711
N: 0.29154 3.54824 3.03918
S: -1.67321 1.93316 2.32344
C: 0.20819 -1.46355 -0.97212
C: 0.35213 -2.66350 -1.66422
C: -0.74800 -3.26405 -2.24626
C: -1.98817 -2.65509 -2.13667
C: -2.06662 -1.48202 -1.41391
N: -1.00899 -0.90960 -0.83791
H: 3.49327 -0.67222 -0.33765
H: 2.81808 -1.44610 -1.78540
H: 2.86724 -2.30588 -0.22692
H: 1.24464 3.85829 3.09918
H: -0.43486 4.01653 3.54385
H: 1.32609 -3.12099 -1.73922
H: -0.63859 -4.19876 -2.78054
H: -2.87537 -3.07840 -2.58473
H: -3.01486 -0.97572 -1.27427
C: -1.86275 -2.85283 3.12538
C: -2.13563 -1.71766 2.35732
N: -1.14749 -1.01844 1.81554
C: 0.13660 -1.35276 2.02068
C: 0.51266 -2.43472 2.87031
C: -0.56502 -3.20830 3.37290
C: 1.85628 -2.61638 3.20894
C: 2.74872 -1.58400 2.87270
C: 2.43051 -0.53300 2.05832
C: 1.16836 -0.54469 1.31362
N: 1.27854 0.69866 -0.38862
C: 0.81956 1.39725 -1.51876
C: 1.71404 1.49366 -2.56126
C: 1.44043 2.23225 -3.72188
C: 0.28383 2.94493 -3.82625
C: -0.67419 2.87251 -2.79318
C: -1.88955 3.58963 -2.87466
C: -2.82234 3.46171 -1.89333
C: -2.56012 2.57440 -0.83806
N: -1.44710 1.88533 -0.73214
C: -0.45259 2.05073 -1.65818
H: -2.68373 -3.42362 3.53855
H: -3.14267 -1.36207 2.18514
H: -0.34280 -4.06624 3.99663
H: 2.14648 -3.41538 3.87685
H: 3.74056 -1.59791 3.31370
H: 3.12672 0.27253 1.87201
H: 2.67980 1.02005 -2.44400
H: 2.18183 2.27179 -4.50912
H: 0.08206 3.56972 -4.68684
H: -2.05705 4.23736 -3.72666
H: -3.75725 4.00288 -1.91414
H: -3.28570 2.42443 -0.04912

## Properties
Largest force on an atom   0.27 eV/A
ΔE to the lowest compared entry with this formula, charge and spin   0.0000 eV
HOMO energy (spin up / spin down)   -5.43 / -5.43 eV
LUMO energy (spin up / spin down)   -0.4 / -0.4 eV
Multiplicity   2
Orbital gap (spin up / spin down)   0.18554 / 0.18560 Ha


Computed, not measured: a 2-piece molecular cluster, C26H21F3N2O overall, with ωB97M-V/def2-TZVPD.

CARTESIAN COORDINATES (ANGSTROEM)
F: 2.86492 -1.03875 2.74133
C: 2.17638 -0.01609 2.14610
F: 2.62308 1.14565 2.71387
F: 2.57372 0.01155 0.83036
C: 0.68354 -0.18076 2.27672
C: -0.13191 0.94799 2.35163
C: -1.49288 0.80605 2.44252
C: -2.14147 -0.49419 2.52057
O: -3.37873 -0.62152 2.72460
C: -1.22965 -1.62282 2.37547
C: 0.12988 -1.46136 2.27930
H: 0.30923 1.94246 2.33931
H: -2.13610 1.68172 2.50823
H: -1.66148 -2.62225 2.38365
H: 0.78185 -2.33046 2.20718
C: -1.73162 -2.61890 6.64223
N: -2.97283 -2.08988 6.11366
C: -3.19314 -0.77640 5.83736
C: -4.51104 -0.61199 5.35372
C: -5.12838 0.59969 5.04976
C: -6.33031 0.76888 4.34915
C: -6.87065 0.01945 3.27708
N: -8.07681 0.55046 2.91654
C: -8.90654 0.05937 1.83638
C: -8.38986 1.63430 3.74675
C: -7.31443 1.80603 4.65162
C: -7.40605 2.77521 5.64370
C: -8.56586 3.57194 5.70028
C: -9.62251 3.38998 4.79038
C: -9.54771 2.40217 3.79183
C: -5.12264 -1.94408 5.38185
C: -4.12198 -2.83802 5.84322
C: -4.34702 -4.18723 6.07750
C: -5.64528 -4.66860 5.83272
C: -6.65881 -3.80034 5.39652
C: -6.40732 -2.43092 5.19177
H: -1.82513 -3.70004 6.76853
H: -0.90276 -2.40013 5.95366
H: -1.50372 -2.15714 7.61316
H: -2.42680 -0.01939 5.97148
H: -4.65591 1.50269 5.43926
H: -6.42006 -0.81832 2.75467
H: -9.82891 0.64561 1.79638
H: -8.37848 0.14790 0.87718
H: -9.15087 -0.99887 1.99742
H: -6.58316 2.89147 6.35103
H: -8.65190 4.34448 6.46608
H: -10.51218 4.01681 4.85911
H: -10.35204 2.22591 3.07805
H: -3.53976 -4.82333 6.44094
H: -5.86530 -5.72404 5.99490
H: -7.66160 -4.19240 5.21995
H: -7.19721 -1.74973 4.88631

## Properties
Largest force on an atom   1.78 eV/A
ΔE to the lowest compared entry with this formula, charge and spin   0.0000 eV
HOMO energy   -6.01 eV
LUMO energy   -1.8 eV
Multiplicity   1
Orbital gap   0.15555 Ha


Computed, not measured: C26H21InN2O2Si as an isolated structure, with ωB97M-V/def2-TZVPD.

CARTESIAN COORDINATES (ANGSTROEM)
In: 12.08601 10.54294 8.23402
O: 12.19207 9.24183 6.71286
C: 13.09426 8.28112 6.84952
C: 12.72246 6.95590 6.55679
C: 13.60997 5.92511 6.75854
C: 14.91580 6.12107 7.14572
C: 15.33780 7.43885 7.38493
C: 14.45056 8.54482 7.18910
C: 14.90096 9.87002 7.58677
N: 14.18967 10.72652 8.14810
N: 14.77392 11.90726 8.53293
C: 13.84967 12.85702 8.54044
O: 12.63298 12.65755 8.13540
C: 14.11583 14.27416 9.10431
C: 13.13276 15.26145 9.16197
C: 13.31031 16.54905 9.72006
C: 14.41766 16.78138 10.42444
C: 15.50202 15.84239 10.40331
C: 15.29784 14.63318 9.76212
H: 11.77921 6.82001 6.10609
H: 13.25940 4.90856 6.57061
H: 15.40865 5.22525 7.53148
H: 16.41458 7.54477 7.55939
H: 15.97738 10.12701 7.42455
H: 12.14905 15.07520 8.62859
H: 12.47644 17.23025 9.68643
H: 14.60468 17.76349 10.88889
H: 16.49618 16.14055 10.79737
H: 16.06644 13.94727 9.67426
C: 7.77707 6.40946 8.63133
C: 7.35606 7.54993 8.01484
C: 7.92967 8.75306 8.34534
C: 9.08276 8.86246 9.15157
C: 9.47625 7.68061 9.81548
C: 8.85186 6.48175 9.52113
Si: 9.96950 10.46340 9.62242
C: 8.93883 12.07450 9.44289
C: 7.58373 11.87456 9.48189
C: 6.63722 12.81986 9.24636
C: 7.14953 14.12331 8.89724
C: 8.50715 14.39000 8.86497
C: 9.41565 13.36879 9.08698
H: 7.36040 5.41783 8.46256
H: 6.69804 7.38069 7.16822
H: 7.50053 9.54550 7.77240
H: 10.45573 7.69606 10.37487
H: 9.17435 5.54240 9.92288
H: 10.52314 10.25582 11.00254
H: 7.23005 10.89084 9.69665
H: 5.60079 12.60988 9.18999
H: 6.43269 14.83925 8.45645
H: 8.84473 15.41995 8.53546
H: 10.47163 13.42182 8.89746

## Properties
Largest force on an atom   3.83 eV/A
HOMO energy   -8.06 eV
LUMO energy   0.0 eV
Multiplicity   1
Orbital gap   0.29568 Ha


Computed, not measured: C26H21N2O2PtS2 as an isolated structure, with ωB97M-V/def2-TZVPD.

CARTESIAN COORDINATES (ANGSTROEM)
Pt: 0.25841 0.23267 0.43220
O: -3.96154 2.19087 -3.18586
C: -4.06471 3.09163 -2.19686
C: -5.00456 4.11443 -2.34654
C: -5.16057 5.07459 -1.36559
C: -4.38160 5.03828 -0.21313
C: -3.44990 4.02683 -0.06458
C: -3.27232 3.04516 -1.03646
C: -2.23697 1.99328 -0.78816
O: -1.55567 2.02444 0.25547
N: -2.14840 1.05904 -1.75069
N: -1.16006 0.14846 -1.48641
C: -1.02710 -0.80171 -2.31883
S: -2.08394 -1.00535 -3.72286
C: -1.09504 -2.34326 -4.44463
C: -0.50892 -3.15340 -3.30434
S: 0.26026 -1.99136 -2.14455
H: -3.25059 1.55066 -2.89919
H: -5.60050 4.12677 -3.25026
H: -5.89543 5.85975 -1.50119
H: -4.50190 5.78971 0.55635
H: -2.82133 3.96186 0.81401
H: -0.30206 -1.91664 -5.05925
H: -1.75131 -2.94409 -5.07493
H: 0.26049 -3.84434 -3.64884
H: -1.29012 -3.71626 -2.79234
C: 4.55634 2.08467 1.43845
C: 3.85172 2.34100 0.26817
C: 2.61412 1.75157 0.05845
C: 2.03539 0.88633 0.99984
C: 2.75027 0.66126 2.17717
C: 3.99089 1.25001 2.39040
H: 5.52761 2.53432 1.60644
H: 4.26620 3.00157 -0.48502
H: 2.08112 1.96716 -0.86380
H: 2.33079 0.02403 2.94500
H: 4.52108 1.04844 3.31476
C: 3.69537 -4.02835 1.89226
C: 3.66387 -3.04566 0.87757
C: 2.62131 -2.16711 0.80597
C: 1.54807 -2.20903 1.73565
C: 0.44778 -1.30035 1.65439
C: -0.62057 -1.51251 2.50586
C: -0.61504 -2.53506 3.47210
C: 0.46310 -3.36820 3.60311
C: 1.55982 -3.23173 2.72286
C: 2.66817 -4.11813 2.78451
H: 4.52914 -4.71834 1.95065
H: 4.47051 -2.98824 0.15694
H: 2.58320 -1.41008 0.03449
H: -1.48110 -0.85529 2.45085
H: -1.47014 -2.64393 4.12987
H: 0.48348 -4.14761 4.35642
H: 2.67287 -4.88279 3.55411

## Properties
Largest force on an atom   0.60 eV/A
ΔE to the lowest compared entry with this formula, charge and spin   1.2591 eV
Charge   -1
HOMO energy   -4.60 eV
LUMO energy   2.3 eV
Multiplicity   1
Orbital gap   0.25535 Ha


DFT total energy readings, ordered: -86195.02068; -40481.84206; -47427.98115; -59296.75730 eV